Here is a molecular structure, C10H14BFMoN6 from the Open Molecules 2025 dataset. Energies are from ωB97M-V/def2-TZVPD.

Each line ends with the Löwdin spin population.
CARTESIAN COORDINATES (ANGSTROEM)
1 C -2.733 1.154 1.053  -0.01
2 N -1.590 0.629 0.547  0.00
3 N -1.736 -0.745 0.515  0.02
4 C -2.957 -1.070 0.984  0.00
5 C -3.619 0.108 1.333  0.04
6 B -0.555 -1.647 0.068  0.01
7 N -0.030 -1.141 -1.296  0.02
8 N 0.359 0.188 -1.473  0.09
9 C 0.825 0.310 -2.755  -0.02
10 C 0.734 -0.931 -3.376  0.07
11 C 0.197 -1.813 -2.435  0.05
12 Mo 0.234 1.621 -0.041  0.71
13 N 0.586 -1.432 1.105  0.12
14 N 1.094 -0.172 1.284  0.12
15 C 2.048 -0.234 2.228  0.12
16 C 2.157 -1.564 2.662  0.44
17 C 1.218 -2.289 1.933  0.14
18 H 2.577 0.657 2.533  0.00
19 H 0.946 -3.334 1.929  0.00
20 H 2.830 -1.944 3.409  0.01
21 H -0.875 -2.801 0.022  0.00
22 H -0.035 -2.864 -2.499  0.00
23 H -3.257 -2.105 1.037  0.00
24 H 1.025 -1.157 -4.383  0.00
25 H -4.608 0.195 1.739  0.00
26 H 1.183 1.268 -3.095  0.00
27 H -2.817 2.221 1.190  0.00
28 H 2.107 2.555 -0.612  0.00
29 C 1.343 3.170 -1.154  0.01
30 H 1.563 3.103 -2.219  0.01
31 H 0.196 2.966 -1.022  0.01
32 H 1.464 4.189 -0.786  0.00
33 F 0.125 2.910 1.574  0.02

As for the expectation value of S²: 2.08. As for the charge: +4. Its spin multiplicity is 3. For the HOMO energy (alpha / beta), the calculation gives -24.4 / -24.3 eV. For the total energy, the calculation gives -24733.9663 eV. For the gap between HOMO and LUMO (alpha / beta), the calculation gives 5.044 / 4.987 eV.